Entry from the Open Molecules 2025 dataset: a structure of composition C5H6Cl2MnO4PmS (ωB97M-V/def2-TZVPD).

- M: 433.01 g/mol
- Spin multiplicity: 9
- Charge: +4
- HOMO level (spin up / spin down): -24.1 / -24.2 eV

Geometry (Å):
Pm 0.5496 0.1297 -5.5822
Mn 0.2985 0.5445 -1.3350
Cl -0.6607 2.1890 -5.2342
Cl 0.7538 -1.0852 -3.0402
C -0.3076 -0.8358 -0.0076
C -0.0402 1.2104 -8.0502
C 0.5808 -1.1771 -8.0472
O -1.4021 -0.9249 0.6291
O -0.2804 1.2957 -9.1906
O 0.4089 -1.3112 -9.2159
C -0.1358 3.6418 2.0239
S 0.9912 2.5647 1.2372
C 1.3626 1.4409 2.6544
O 0.1547 1.3760 0.5643
H 0.4740 4.0908 2.8221
H -1.0402 3.1493 2.3477
H -0.4284 4.4284 1.3367
H 0.4320 1.2306 3.2851
H 1.7633 0.4366 2.3721
H 2.1669 1.9972 3.1891

Okay, here come the natural (NBO) numbers, in e, for every atom:
1 Pm 2.01
2 Mn 1.48
3 Cl -0.43
4 Cl -0.55
5 C 0.46
6 C 0.42
7 C 0.40
8 O -0.25
9 O -0.28
10 O -0.27
11 C -0.85
12 S 1.41
13 C -0.74
14 O -0.75
15 H 0.33
16 H 0.33
17 H 0.32
18 H 0.33
19 H 0.31
20 H 0.32


Entry from the Open Molecules 2025 dataset: a cluster of 2 separate species, C5H6Cl2SSi in total (ωB97M-V/def2-TZVPD).

- M: 197.16 g/mol
- Spin multiplicity: 1
- Charge: 0
- HOMO level: -8.2 eV

Geometry (Å):
C 0.2872 2.3453 -0.4223
C 0.0925 1.1489 0.2755
C 1.1907 2.2041 -1.4370
C 0.7683 0.1056 -0.2795
C -1.9825 -1.7812 0.5623
Si 0.7236 -1.5601 0.4193
S 1.7375 0.6101 -1.5912
Cl 1.1473 -1.9668 2.2873
Cl 1.7580 -3.0192 -0.6937
H -0.0213 3.2371 0.0844
H -0.5335 1.1305 1.2526
H 1.5629 2.9115 -2.1219
H -2.0335 -1.2414 1.4044
H -2.3579 -1.2450 -0.3644
H -2.3394 -2.8793 0.6242

Okay, here come the natural (NBO) numbers, in e, for every atom:
1 C -0.27
2 C -0.19
3 C -0.41
4 C -0.83
5 C -0.82
6 Si 1.40
7 S 0.54
8 Cl -0.34
9 Cl -0.37
10 H 0.23
11 H 0.24
12 H 0.24
13 H 0.17
14 H 0.20
15 H 0.21


Entry from the Open Molecules 2025 dataset: an isolated molecule of C5H6ClN (ωB97M-V/def2-TZVPD).

- SMILES: ClC1=C[C@H]2CN2C1
- M: 115.56 g/mol
- Spin multiplicity: 1
- Charge: 0
- HOMO level: -8.6 eV

Geometry (Å):
C -1.3542 0.0968 -0.0245
C -0.6027 1.1879 -0.1181
C 0.7608 0.7263 -0.4067
C 1.4427 -0.1393 0.6324
C -0.4760 -1.1168 -0.2273
H -0.8511 2.3344 -0.0210
H 1.3871 1.3939 -0.9420
H 2.5306 -0.2164 0.7214
H 0.8399 -0.2753 1.5590
H -0.9740 -1.4842 -1.1368
H -0.4337 -1.7706 0.5965
N 0.8018 -0.6764 -0.6451
Cl -3.0711 -0.0602 0.0122

Okay, here come the natural (NBO) numbers, in e, for every atom:
1 C -0.03
2 C -0.24
3 C -0.11
4 C -0.28
5 C -0.29
6 H 0.24
7 H 0.21
8 H 0.21
9 H 0.19
10 H 0.21
11 H 0.22
12 N -0.36
13 Cl 0.03


Entry from the Open Molecules 2025 dataset: an isolated molecule of C5H6ClN3O (ωB97M-V/def2-TZVPD).

- SMILES: NC(=O)N1C=CN=C(Cl)C1
- M: 159.58 g/mol
- Spin multiplicity: 1
- Charge: 0
- HOMO level: -8.7 eV

Geometry (Å):
C -1.4571 -0.8173 -0.3822
C -1.0084 -1.8509 0.4383
C 0.3606 0.4854 -1.3026
C -0.1703 0.6836 0.9589
C 0.6944 -0.5741 1.3297
N -0.7010 0.3895 -0.3118
N 0.1541 -1.7729 1.1939
N 0.9354 1.7339 -1.4507
O 0.6764 -0.5605 -1.9118
Cl 2.1248 -0.5309 2.1904
H -2.1231 -0.9900 -1.3051
H -1.6626 -2.7292 0.6633
H -0.9279 0.8210 1.7663
H 0.4302 1.5346 0.9683
H 1.0415 2.3377 -0.6917
H 1.6328 1.8399 -2.1533

Okay, here come the natural (NBO) numbers, in e, for every atom:
1 C -0.05
2 C -0.06
3 C 0.78
4 C -0.27
5 C 0.18
6 N -0.49
7 N -0.43
8 N -0.83
9 O -0.60
10 Cl 0.07
11 H 0.23
12 H 0.21
13 H 0.23
14 H 0.21
15 H 0.39
16 H 0.41


Entry from the Open Molecules 2025 dataset: an isolated molecule of C5H6ClNO (ωB97M-V/def2-TZVPD).

- SMILES: [O-][N+]#C/C=C\CCCl
- M: 131.56 g/mol
- Spin multiplicity: 1
- Charge: 0
- HOMO level (spin up / spin down): -8.9 / -8.9 eV

Geometry (Å):
C -1.1769 0.4283 -0.8617
C -0.3608 -0.3980 -1.5572
C -0.8380 0.9905 0.5358
C 0.8086 -0.9319 -1.0347
C 0.2004 0.1705 1.4062
N 1.8746 -1.2866 -0.7812
O 2.9533 -1.6203 -0.4443
Cl -0.3077 -1.4717 1.6577
H -2.1490 0.7565 -1.1553
H -0.6290 -0.6882 -2.5770
H -0.1866 1.8725 0.4620
H -1.7741 1.3808 1.0663
H 1.1920 0.1102 0.9141
H 0.3931 0.6875 2.3691

Okay, here come the natural (NBO) numbers, in e, for every atom:
1 C -0.11
2 C -0.31
3 C -0.47
4 C 0.15
5 C -0.41
6 N 0.23
7 O -0.41
8 Cl -0.04
9 H 0.22
10 H 0.24
11 H 0.23
12 H 0.23
13 H 0.22
14 H 0.23


Entry from the Open Molecules 2025 dataset: a cluster of 2 separate species, C5H6ClNO3S in total (ωB97M-V/def2-TZVPD).

- M: 195.63 g/mol
- Spin multiplicity: 1
- Charge: 0
- HOMO level: -8.9 eV

Geometry (Å):
C -2.3664 -1.5438 -1.4883
C -1.2075 -0.6152 -0.0400
C -0.4536 0.4411 0.3326
C -0.8282 1.7076 1.0112
C 2.0520 0.4800 0.7019
N 0.8763 0.1719 -0.0705
O -3.4207 -1.0632 -1.4918
O -1.5109 -2.2736 -1.8475
O 1.0976 -2.4360 -0.0510
S 0.3700 -1.3780 -0.6678
Cl 1.0872 -1.2045 -2.5603
H -1.4329 1.4925 1.8881
H 0.0603 2.2618 1.3017
H -1.4240 2.3166 0.3343
H 1.8996 0.3206 1.7725
H 2.3642 1.5117 0.5208
H 2.8371 -0.1895 0.3542

Okay, here come the natural (NBO) numbers, in e, for every atom:
1 C 1.00
2 C -0.43
3 C 0.13
4 C -0.66
5 C -0.43
6 N -0.64
7 O -0.54
8 O -0.64
9 O -0.85
10 S 1.81
11 Cl -0.13
12 H 0.25
13 H 0.23
14 H 0.26
15 H 0.19
16 H 0.21
17 H 0.23


Entry from the Open Molecules 2025 dataset: an isolated molecule of C5H6ClNS (ωB97M-V/def2-TZVPD).

- SMILES: S=CN/C=C\C=C\Cl
- M: 147.63 g/mol
- Spin multiplicity: 1
- Charge: 0
- HOMO level: -8.5 eV

Geometry (Å):
C -0.3228 -1.6378 -1.4456
C 0.7922 -1.6880 -0.5831
C 0.4578 -1.2070 0.7955
C -0.0455 0.1077 1.0243
C -0.3606 2.5228 0.4861
H -1.3026 -1.1457 -1.0865
H 1.8603 -2.0102 -0.7861
H 0.5618 -1.9022 1.5444
H 0.0779 0.3451 1.9705
H -0.3110 1.0056 -0.7313
H -0.5154 3.2556 -0.4058
N -0.3998 1.1778 0.1842
S -0.4304 3.1307 2.0951
Cl -0.0618 -1.9545 -3.0618

Okay, here come the natural (NBO) numbers, in e, for every atom:
1 C -0.29
2 C -0.24
3 C -0.25
4 C 0.01
5 C -0.06
6 H 0.23
7 H 0.24
8 H 0.21
9 H 0.21
10 H 0.39
11 H 0.22
12 N -0.57
13 S -0.15
14 Cl 0.04


Entry from the Open Molecules 2025 dataset: a structure of composition C5H6CoLi2O4 (ωB97M-V/def2-TZVPD).

- M: 202.91 g/mol
- Spin multiplicity: 5
- Charge: +3
- HOMO level (spin up / spin down): -22.6 / -23.3 eV

Geometry (Å):
O 0.8097 1.2370 1.8727
C 0.3653 0.1793 1.4133
O -0.7534 -0.2498 1.9055
Co -2.1781 0.2011 0.7671
Li -0.1704 -2.2620 2.0212
O -1.4198 0.3789 -0.9027
Li 1.7124 2.7710 1.4525
C -0.1849 0.2941 -1.1004
O 0.1595 0.3206 -2.3564
C 1.5251 0.3112 -2.7787
H 1.5001 0.1652 -3.8615
H 2.0000 1.2738 -2.5569
H 2.0841 -0.5097 -2.3158
C 0.8372 -0.3290 0.0675
C 0.7904 -1.8536 0.0223
H 1.8538 0.0279 -0.1250
H 1.7595 -2.2567 -0.2982
H 0.0148 -2.2067 -0.6777

Okay, here come the natural (NBO) numbers, in e, for every atom:
1 O -0.68
2 C 0.78
3 O -0.90
4 Co 1.68
5 Li 0.98
6 O -0.73
7 Li 0.99
8 C 0.87
9 O -0.36
10 C -0.29
11 H 0.28
12 H 0.23
13 H 0.20
14 C -0.50
15 C -0.36
16 H 0.30
17 H 0.27
18 H 0.23


Entry from the Open Molecules 2025 dataset: a structure of composition C5H6CrN5OS3 (ωB97M-V/def2-TZVPD).

- M: 300.33 g/mol
- Spin multiplicity: 5
- Charge: -1
- HOMO level (spin up / spin down): -4.7 / -4.6 eV

Geometry (Å):
Cr -0.5240 -0.0431 0.8444
S 2.3225 1.6271 3.9058
C 1.2576 1.0178 2.8130
S 0.6534 -0.6199 2.8262
S 0.4861 1.9541 1.5592
N 2.8909 -0.4061 -0.4949
N 1.7076 -1.1633 -0.2252
H 3.6740 -0.7734 0.0319
H 2.7146 0.5267 -0.1419
H 1.7025 -1.5183 0.7275
H 1.6864 -1.9576 -0.8514
N -1.0677 -0.6748 -2.3661
C -1.4602 -0.6329 -1.0581
O -1.2550 -1.6276 -0.3024
C -2.1473 0.5299 -0.5752
C -2.7814 0.4273 0.7047
N -3.4532 0.4149 1.6477
C -2.4216 1.6166 -1.4335
N -2.6387 2.4528 -2.1968
H -0.9989 0.2011 -2.8594
H -0.3475 -1.3513 -2.5556

Okay, here come the natural (NBO) numbers, in e, for every atom:
1 Cr 0.84
2 S -0.15
3 C -0.49
4 S -0.26
5 S -0.23
6 N -0.67
7 N -0.71
8 H 0.33
9 H 0.36
10 H 0.37
11 H 0.34
12 N -0.80
13 C 0.60
14 O -0.66
15 C -0.57
16 C 0.22
17 N -0.29
18 C 0.31
19 N -0.35
20 H 0.40
21 H 0.40


Entry from the Open Molecules 2025 dataset: an isolated molecule of C5H6FN (ωB97M-V/def2-TZVPD).

- SMILES: C#C/C(=C/F)CN
- M: 99.11 g/mol
- Spin multiplicity: 1
- Charge: 0
- HOMO level: -9.2 eV

Geometry (Å):
C 0.3329 1.1374 0.4939
C 0.0004 -0.2663 0.0320
C 1.0204 -1.0062 -0.3288
C -1.3645 -0.6663 0.1157
C -2.4799 -1.1243 0.0628
H -0.1192 1.8937 -1.3385
H -1.4198 2.0910 -0.2276
H -0.0180 1.1590 1.4902
H 1.4473 1.3069 0.5141
H 0.8489 -2.0002 -0.6610
H -3.5329 -1.3557 -0.1123
N -0.3805 2.1173 -0.3357
F 2.2669 -0.7069 0.0479

Okay, here come the natural (NBO) numbers, in e, for every atom:
1 C -0.24
2 C -0.20
3 C 0.27
4 C -0.05
5 C -0.20
6 H 0.36
7 H 0.37
8 H 0.20
9 H 0.22
10 H 0.17
11 H 0.25
12 N -0.83
13 F -0.32


Entry from the Open Molecules 2025 dataset: an isolated molecule of C5H6FN (ωB97M-V/def2-TZVPD).

- M: 99.11 g/mol
- Spin multiplicity: 3
- Charge: 0
- HOMO level (spin up / spin down): -5.0 / -9.4 eV

Geometry (Å):
C 1.3222 -0.6470 -0.0310
C 2.1664 0.3151 0.3492
C -1.1934 -0.3566 -0.0639
C -0.9350 -1.5930 -0.2918
C -1.7039 1.0138 0.0484
N 0.0734 -0.8899 0.5134
F 3.3097 0.6144 -0.2401
H 1.5556 -1.1985 -0.9892
H 1.7924 0.9896 1.0898
H -1.0230 -2.4881 -0.9032
H -2.1290 1.5323 -0.8649
H -0.7820 1.5830 0.4723
H -2.4533 1.1248 0.9110

Okay, here come the natural (NBO) numbers, in e, for every atom:
1 C -0.13
2 C 0.22
3 C 0.09
4 C -0.15
5 C -0.67
6 N -0.31
7 F -0.31
8 H 0.20
9 H 0.16
10 H 0.22
11 H 0.23
12 H 0.23
13 H 0.21


Entry from the Open Molecules 2025 dataset: an isolated molecule of C5H6FNO (ωB97M-V/def2-TZVPD).

- SMILES: Cc1noc(C)c1F
- M: 115.11 g/mol
- Spin multiplicity: 1
- Charge: 0
- HOMO level: -8.4 eV

Geometry (Å):
C -0.3033 -0.7454 0.2414
C -1.1646 0.3244 -0.1010
C 1.2338 -0.0402 -0.1456
C -2.6267 0.4714 -0.0219
C 2.6890 -0.5119 -0.0842
N -0.4096 1.4356 -0.3633
O 0.8990 1.2399 -0.2692
F -0.3699 -2.0598 0.5174
H -3.1687 -0.3054 -0.4338
H -2.8143 0.4506 1.0969
H -2.9892 1.4860 -0.2153
H 3.1618 0.4265 -0.2127
H 3.0770 -0.8987 0.8193
H 2.7856 -1.2732 -0.8279

Okay, here come the natural (NBO) numbers, in e, for every atom:
1 C 0.28
2 C 0.04
3 C 0.29
4 C -0.65
5 C -0.68
6 N -0.16
7 O -0.24
8 F -0.31
9 H 0.23
10 H 0.23
11 H 0.25
12 H 0.24
13 H 0.24
14 H 0.24


no.,energy (a.u.),F_max (eV/A)
1,-3571.1493,13.54
2,-1802.1945,5.78
3,-708.9774,4.14
4,-893.7844,4.23
5,-784.1743,2.81
6,-1332.8170,2.89
7,-1107.1434,5.93
8,-1891.7623,4.58
9,-2782.2885,1.90
10,-348.6269,1.95
11,-348.4527,8.78
12,-423.8281,7.06